Record 1
Formula: C12H22FNO9
Source: OMol25
Level of theory: ωB97M-V with the def2-TZVPD basis set

## Properties
- DFT total energy (Ha) = -1301.97805
- frontier orbital gap (eV) = 8.304
- E_HOMO (eV) = -10.1286
- relative energy (zero: lowest compared OMol25 entry of this formula, charge and spin) (kcal/mol) = 58.2

The geometry in ORCA input format:
```
! wB97M-V def2-TZVPD RIJCOSX def2/J DEFGRID3
* xyz 0 1
N 0.49793 -0.52691 3.37807
H -0.12207 -0.03291 3.93107
H 0.99393 0.16709 3.12107
H -0.18807 -1.12891 2.63707
H 1.29293 -1.26091 3.64007
F -0.02107 0.16309 0.76407
C 2.95693 -1.63091 -0.47593
C 2.32093 -0.35491 -1.02593
C 2.70193 0.85809 -0.19393
O 3.95593 1.30109 -0.97693
C 3.81793 0.82609 -2.15793
O 4.54293 1.18509 -3.13493
O 2.87493 -0.14991 -2.29093
H 3.96393 -1.40391 -0.35193
H 2.77893 -2.60391 -1.20993
H 2.85393 -2.23791 0.38107
H 1.30193 -0.56891 -1.22293
H 3.13893 0.69709 0.70707
H 1.90893 1.63909 0.12207
C -2.54507 2.49909 1.95607
C -1.24607 3.09309 1.40107
C -1.02707 2.79309 -0.13493
O -1.10607 3.98209 -0.80993
C -1.17307 5.00709 0.08407
O -1.16007 6.19109 -0.10993
O -1.17107 4.45409 1.30507
H -2.61307 1.32009 2.10807
H -3.57307 2.85609 1.65607
H -2.45007 2.85509 2.86307
H -0.35407 2.70509 1.97307
H -1.76007 2.08109 -0.52193
H -0.16407 2.26009 -0.17893
C -0.29007 -3.60091 -1.99293
C -1.25207 -2.98291 -0.89893
C -1.90907 -1.70291 -1.13493
O -3.25707 -2.01891 -1.25893
C -3.44307 -3.17491 -0.94293
O -4.54007 -3.77191 -0.76993
O -2.33007 -3.88591 -0.82193
H -0.90307 -3.75591 -3.04293
H 0.35993 -4.34791 -1.57693
H 0.48193 -2.86691 -2.40493
H -0.90207 -2.70291 0.02507
H -1.64207 -1.14491 -2.04193
H -1.60207 -1.07691 -0.36893
*
```

***

Record 2
Formula: C26H32BO4
Source: OMol25
Level of theory: ωB97M-V with the def2-TZVPD basis set

## Properties
- DFT total energy (Ha) = -1335.18535
- frontier orbital gap (eV) = 4.737
- E_HOMO (eV) = -9.4117
- relative energy (zero: lowest compared OMol25 entry of this formula, charge and spin) (kcal/mol) = 252.0

The geometry in ORCA input format:
```
! wB97M-V def2-TZVPD RIJCOSX def2/J DEFGRID3
* xyz 1 1
C 6.41233 0.70521 -0.23363
C 5.24066 -0.07986 0.14005
C 5.13745 -1.41262 0.50744
C 3.75740 -1.69862 0.56696
C 3.03795 -0.51981 0.11771
B 3.11629 -1.11935 -1.72512
O 2.43577 -2.28984 -1.95848
C 1.06796 -1.75035 -2.16434
C 0.60394 -2.14426 -3.56382
C 0.23277 -2.58111 -1.21975
C 1.26274 -0.15403 -2.00402
C 0.37853 0.68337 -2.91146
C 1.32072 0.32617 -0.53987
O 2.64828 0.02765 -2.45475
O 4.01236 0.51933 0.11294
H 7.28956 0.04869 -0.19411
H 6.34310 1.09375 -1.26422
H 6.57062 1.56059 0.44214
H 5.96445 -2.10494 0.70614
H 3.30110 -2.64647 0.84118
H -0.46946 -1.93249 -3.71308
H 1.17946 -1.62587 -4.34373
H 0.74546 -3.23126 -3.66961
H -0.83844 -2.52883 -1.44851
H 0.52731 -3.63572 -1.35793
H 0.40768 -2.35770 -0.16179
H -0.64533 0.28520 -2.94848
H 0.33493 1.70819 -2.51196
H 0.79478 0.72902 -3.93325
H 0.42338 0.03109 0.55216
H 2.05549 -0.30045 0.56529
H 1.48476 1.39663 -0.47104
C -4.52333 -1.99132 5.12950
O -4.25997 -2.49330 3.80570
C -3.29400 -1.90171 3.05171
C -3.05433 -2.48368 1.79875
C -2.20980 -1.86900 0.90555
C -1.50492 -0.70902 1.24166
C -0.63725 -0.02666 0.20833
C -1.19474 1.36058 -0.01378
C -2.34126 1.52205 -0.80968
C -2.82905 2.79955 -1.07989
C -2.19651 3.91699 -0.52451
C -2.64581 5.31138 -0.84271
C -1.12175 3.74098 0.33876
C -0.60510 2.47387 0.57933
C -1.70047 -0.14070 2.50447
C -2.56978 -0.73500 3.42000
H -4.95633 -2.84282 5.65152
H -3.60839 -1.65673 5.62683
H -5.25402 -1.18156 5.07788
H -3.58943 -3.37873 1.52471
H -2.10819 -2.28221 -0.09858
H -0.81450 -0.56546 -0.72057
H -2.84412 0.63303 -1.21599
H -3.68646 2.95919 -1.74130
H -2.63451 5.92571 0.07050
H -1.96003 5.77865 -1.56819
H -3.65931 5.32582 -1.26396
H -0.66812 4.62052 0.79708
H 0.26107 2.35122 1.22811
H -1.20165 0.79724 2.75704
H -2.72189 -0.26026 4.40268
*
```

***

Record 3
Formula: C36H44CdNO6P
Source: OMol25
Level of theory: ωB97M-V with the def2-TZVPD basis set

## Properties
- DFT total energy (Ha) = -2413.40981
- frontier orbital gap (eV) = 8.497
- E_HOMO (eV) = -7.8742
- relative energy (zero: lowest compared OMol25 entry of this formula, charge and spin) (kcal/mol) = 0.0

The geometry in ORCA input format:
```
! wB97M-V def2-TZVPD RIJCOSX def2/J DEFGRID3
* xyz 0 1
Cd 0.17932 -0.92930 -0.40218
C 0.33580 -3.76597 -2.47858
C -0.85499 -4.04659 -1.57533
O -1.37967 -2.80878 -1.14160
C -2.45904 -2.88833 -0.22914
C -1.98772 -3.26370 1.15257
O -1.09165 -2.25257 1.57088
C -0.17078 -2.67856 2.56535
C 0.78032 -3.74946 2.05182
O 1.03175 -3.46486 0.69781
C 1.90444 -4.39196 0.09329
C 2.38217 -3.77182 -1.20029
O 1.37324 -3.03651 -1.85946
H -0.01466 -3.13852 -3.29890
H 0.71666 -4.71086 -2.87955
H -0.57086 -4.68132 -0.73066
H -1.61282 -4.57700 -2.16423
H -3.21853 -3.60154 -0.56642
H -2.88262 -1.88626 -0.19718
H -1.48973 -4.23662 1.13466
H -2.84563 -3.32677 1.82874
H -0.71056 -3.06339 3.43471
H 0.38572 -1.79155 2.86364
H 0.35086 -4.75393 2.15552
H 1.71169 -3.71733 2.61987
H 1.37915 -5.34214 -0.07014
H 2.77607 -4.57584 0.72287
H 2.79343 -4.55224 -1.84815
H 3.15966 -3.04526 -0.96941
O 3.71746 -2.18362 1.52718
C 3.06566 -1.14030 1.56053
O 2.33153 -0.64259 0.63471
C 3.00951 -0.30086 2.81603
C 3.97472 -0.45193 3.80254
C 3.94426 0.34893 4.93063
C 2.93258 1.28817 5.08293
C 1.94774 1.42745 4.11523
C 1.97434 0.64154 2.96145
P 0.75653 0.84378 1.58733
C -0.52938 1.83325 2.50009
C -0.65893 3.21868 2.53475
C -1.66746 3.81880 3.28342
C -2.56197 3.04097 4.00336
C -2.44634 1.65427 3.97580
C -1.44179 1.06270 3.22565
C 1.48409 2.17517 0.54889
C 2.79565 2.62425 0.67877
C 3.28242 3.62216 -0.15545
C 2.46776 4.18007 -1.13255
C 1.16675 3.72390 -1.28369
C 0.68107 2.72506 -0.45166
H 4.74554 -1.19911 3.65798
H 4.70407 0.24450 5.69599
H 2.90913 1.91889 5.96368
H 1.16365 2.15844 4.25601
H 0.05091 3.83411 1.99109
H -1.74781 4.89978 3.30801
H -3.34545 3.51134 4.58672
H -3.14386 1.04195 4.53408
H -1.36562 -0.02135 3.18277
H 3.44449 2.19310 1.43035
H 4.30703 3.95996 -0.04516
H 2.84929 4.95935 -1.78283
H 0.53207 4.13326 -2.06253
H -0.32263 2.34042 -0.59672
C -1.88589 -0.34167 -5.32937
C -0.83858 0.63663 -4.77412
C -1.42736 2.05265 -4.74466
C 0.41222 0.61209 -5.66242
C -0.47926 0.21764 -3.40327
C -0.18308 -0.12625 -2.27569
H -2.16424 -0.07186 -6.35306
H -2.78027 -0.33501 -4.70350
H -1.48572 -1.35780 -5.33433
H -1.66962 2.39294 -5.75737
H -0.71487 2.75226 -4.30129
H -2.34249 2.06568 -4.14889
H 0.14751 0.83326 -6.70126
H 0.88523 -0.37064 -5.62166
H 1.13813 1.35251 -5.32158
C -3.92647 3.12929 -1.68474
C -3.38832 2.89922 -0.26783
C -2.86665 1.54290 -0.10129
N -2.48659 0.46456 0.00745
H -4.17250 4.18088 -1.82360
H -4.82616 2.53963 -1.85771
H -3.18046 2.84395 -2.42419
H -4.16227 3.05812 0.48129
H -2.58036 3.59353 -0.04278
*
```